(1)
This record from the Open Molecules 2025 dataset describes the molecule CH3Cl2O2PS. The level of theory is the ωB97M-V functional and the def2-TZVPD basis.

- E (eV) = -50348.0891
- relative energy (zero: lowest compared OMol25 entry of this formula, charge and spin) (eV) = 2.536
- gap between HOMO and LUMO (alpha / beta) (eV) = 6.7418 / 6.7428
- HOMO level (alpha / beta) (eV) = -9.1 / -9.1

Each line ends with the natural charge from an NBO analysis.
Positions of all 10 atoms, in Å:
C1 1.055 -0.150 0.970  -0.822
O1 2.485 -0.463 -1.020  -0.759
O2 -0.747 -0.187 -1.480  -1.145
P1 -2.198 0.008 -1.422  1.300
S1 1.205 0.197 -0.812  1.518
Cl1 -2.041 1.966 0.042  -0.599
Cl2 -3.009 -1.098 -0.115  -0.277
H1 1.774 -0.846 1.362  0.260
H2 1.449 0.928 1.295  0.261
H3 0.026 -0.357 1.181  0.263



(2)
This record from the Open Molecules 2025 dataset describes a 2-piece molecular cluster, CH3Cl2OP overall. The level of theory is the ωB97M-V functional and the def2-TZVPD basis.

- E (eV) = -37464.0879
- relative energy (zero: lowest compared OMol25 entry of this formula, charge and spin) (eV) = 4.961
- gap between HOMO and LUMO (alpha / beta) (eV) = 5.7436 / 2.4061
- HOMO level (alpha / beta) (eV) = -8.8 / -7.0

Each line ends with the natural charge from an NBO analysis.
Positions of all 8 atoms, in Å:
C1 0.460 0.576 0.061  -0.308
O1 -0.549 -0.214 0.617  -0.756
P1 -0.480 -1.666 1.274  1.211
Cl1 0.854 0.822 -3.061  -0.613
Cl2 -2.424 -1.944 1.452  -0.199
H1 0.568 0.395 -1.040  0.273
H2 1.428 0.417 0.532  0.178
H3 0.142 1.613 0.165  0.214



(3)
This record from the Open Molecules 2025 dataset describes the molecule CH3Cl2OPS. The level of theory is the ωB97M-V functional and the def2-TZVPD basis.

- E (eV) = -48300.4155
- SMILES string = O=S(Cl)#[PH]CCl
- relative energy (zero: lowest compared OMol25 entry of this formula, charge and spin) (eV) = 4.237
- gap between HOMO and LUMO (eV) = 9.6420
- HOMO level (eV) = -9.9

Each line ends with the natural charge from an NBO analysis.
Positions of all 9 atoms, in Å:
C1 -1.196 -0.432 -0.103  -0.701
O1 2.588 1.208 0.031  -0.915
P1 0.013 0.650 0.882  0.430
S1 1.615 0.303 -0.429  1.062
Cl1 -2.917 -0.270 0.432  -0.039
Cl2 2.191 -1.567 0.368  -0.290
H1 -1.079 -1.622 -0.098  0.269
H2 -0.966 0.003 -1.071  0.218
H3 -0.248 1.727 -0.012  -0.035



(4)
This record from the Open Molecules 2025 dataset describes a 2-piece molecular cluster, CH3ClF2Si overall. The level of theory is the ωB97M-V functional and the def2-TZVPD basis.

- E (eV) = -26915.9264
- relative energy (zero: lowest compared OMol25 entry of this formula, charge and spin) (eV) = 3.536
- gap between HOMO and LUMO (alpha / beta) (eV) = 8.7971 / 6.4345
- HOMO level (alpha / beta) (eV) = -10.0 / -8.1

Each line ends with the natural charge from an NBO analysis.
Positions of all 8 atoms, in Å:
C1 -1.623 0.208 -0.009  0.612
F1 -1.915 0.999 1.107  -0.350
F2 -2.069 0.907 -1.097  -0.340
Si1 1.792 -0.154 -0.026  0.648
Cl1 -2.523 -1.377 0.051  -0.064
H1 2.689 0.875 -0.410  -0.178
H2 2.336 -1.215 -0.856  -0.161
H3 1.312 -0.244 1.239  -0.167



(5)
This record from the Open Molecules 2025 dataset describes a 2-piece molecular cluster, CH3ClIN overall. The level of theory is the ωB97M-V functional and the def2-TZVPD basis.

- E (eV) = -23196.5520
- SMILES string = C=NCl.I
- relative energy (zero: lowest compared OMol25 entry of this formula, charge and spin) (eV) = 1.683
- gap between HOMO and LUMO (eV) = 10.6334
- HOMO level (eV) = -9.9

Each line ends with the natural charge from an NBO analysis.
Positions of all 7 atoms, in Å:
C1 1.468 -0.777 -0.178  -0.073
N1 1.771 0.440 -0.216  -0.450
Cl1 0.589 1.515 -0.220  0.162
I1 -3.606 0.805 -0.201  -0.079
H1 0.435 -1.034 -0.130  0.162
H2 2.324 -1.563 -0.184  0.199
H3 -2.980 0.614 1.128  0.078



(6)
This record from the Open Molecules 2025 dataset describes a 2-piece molecular cluster, CH3ClN2O2 overall. The level of theory is the ωB97M-V functional and the def2-TZVPD basis.

- E (eV) = -20674.8567
- relative energy (zero: lowest compared OMol25 entry of this formula, charge and spin) (eV) = 6.108
- gap between HOMO and LUMO (alpha / beta) (eV) = 9.4844 / 6.5725
- HOMO level (alpha / beta) (eV) = -10.7 / -9.7

Each line ends with the natural charge from an NBO analysis.
Positions of all 9 atoms, in Å:
C1 -1.514 0.195 0.255  -0.331
N1 0.736 0.427 -0.804  -0.246
N2 1.094 -0.670 -0.143  0.545
O1 0.681 -1.679 -0.705  -0.392
O2 1.736 -0.675 0.849  -0.365
Cl1 1.483 1.877 -0.267  0.173
H1 -1.215 0.571 1.234  0.181
H2 -1.251 0.860 -0.581  0.221
H3 -1.750 -0.906 0.163  0.213



(7)
This record from the Open Molecules 2025 dataset describes the molecule CH3ClN2O2. The level of theory is the ωB97M-V functional and the def2-TZVPD basis.

- E (eV) = -20678.2795
- SMILES string = CN(Cl)[N+](=O)[O-]
- relative energy (zero: lowest compared OMol25 entry of this formula, charge and spin) (eV) = 2.685
- gap between HOMO and LUMO (eV) = 10.3380
- HOMO level (eV) = -10.4

Each line ends with the natural charge from an NBO analysis.
Positions of all 9 atoms, in Å:
C1 -1.039 0.367 0.031  -0.471
N1 0.302 0.301 -0.431  -0.305
N2 1.119 -0.939 -0.074  0.636
O1 0.482 -1.958 0.109  -0.358
O2 2.287 -0.744 -0.152  -0.321
Cl1 1.232 1.713 0.076  0.131
H1 -1.402 1.456 0.055  0.246
H2 -1.731 -0.210 -0.679  0.231
H3 -1.248 0.014 1.065  0.211



(8)
This record from the Open Molecules 2025 dataset describes a 2-piece molecular cluster, CH3ClN2O4 overall. The level of theory is the ωB97M-V functional and the def2-TZVPD basis.

- E (eV) = -24771.5754
- relative energy (zero: lowest compared OMol25 entry of this formula, charge and spin) (eV) = 1.345
- gap between HOMO and LUMO (eV) = 9.9473
- HOMO level (eV) = -10.0

Each line ends with the natural charge from an NBO analysis.
Positions of all 11 atoms, in Å:
C1 -1.529 -0.697 0.520  0.673
N1 0.322 0.452 0.346  -0.299
N2 0.729 1.723 0.548  0.604
O1 -0.077 2.486 1.038  -0.437
O2 1.824 1.985 0.128  -0.407
O3 -1.175 -1.332 -0.513  -0.614
O4 -0.900 0.245 1.071  -0.268
Cl1 1.257 -1.688 -2.227  -0.279
H1 -2.549 -0.921 0.904  0.186
H2 2.200 -1.359 -1.249  0.319
H3 -0.101 -0.895 -0.567  0.522



(9)
This record from the Open Molecules 2025 dataset describes a 2-piece molecular cluster, CH3ClN2S overall. The level of theory is the ωB97M-V functional and the def2-TZVPD basis.

- E (eV) = -27419.3393
- relative energy (zero: lowest compared OMol25 entry of this formula, charge and spin) (eV) = 3.813
- gap between HOMO and LUMO (alpha / beta) (eV) = 6.9158 / 7.6323
- HOMO level (alpha / beta) (eV) = -7.8 / -7.9

Each line ends with the natural charge from an NBO analysis.
Positions of all 8 atoms, in Å:
C1 0.886 -1.039 0.835  0.263
N1 0.844 -0.556 -0.271  -0.725
N2 -1.162 1.276 -0.409  -0.937
S1 -1.630 1.384 1.147  0.118
Cl1 1.732 -2.200 1.635  0.078
H1 1.217 -0.740 -1.295  0.412
H2 -0.100 0.819 -0.478  0.415
H3 -1.786 1.055 -1.164  0.376



(10)
This record from the Open Molecules 2025 dataset describes a 2-piece molecular cluster, CH3ClNO overall. The level of theory is the ωB97M-V functional and the def2-TZVPD basis.

- E (eV) = -17144.6886
- relative energy (zero: lowest compared OMol25 entry of this formula, charge and spin) (eV) = 3.967
- gap between HOMO and LUMO (eV) = 8.5641
- HOMO level (eV) = -4.2
- total charge = -1

Each line ends with the natural charge from an NBO analysis.
Positions of all 7 atoms, in Å:
C1 0.704 -0.279 -0.192  0.022
N1 0.173 0.607 0.804  -0.370
O1 0.752 1.075 -0.447  -0.430
Cl1 -2.495 -0.353 -0.109  -0.939
H1 -0.081 -0.688 -0.836  0.217
H2 1.718 -0.936 0.180  0.122
H3 -0.771 0.575 0.602  0.377



(11)
This record from the Open Molecules 2025 dataset describes CH3ClNO2Pd as an isolated structure. The level of theory is the ωB97M-V functional and the def2-TZVPD basis.

- ⟨S²⟩ = 2.005
- E (eV) = -22658.7735
- relative energy (zero: lowest compared OMol25 entry of this formula, charge and spin) (eV) = 0.000
- gap between HOMO and LUMO (alpha / beta) (eV) = 8.0804 / 4.3269
- HOMO level (alpha / beta) (eV) = -14.5 / -14.3
- spin multiplicity = 3
- total charge = +1

Each line ends with the natural charge from an NBO analysis.
Positions of all 9 atoms, in Å:
Pd1 9.964 13.714 10.038  0.930
Cl1 8.302 15.514 10.489  0.017
C1 6.112 15.513 13.298  -0.496
N1 6.676 14.483 14.208  0.524
O1 7.484 13.622 13.751  -0.414
O2 6.275 14.510 15.329  -0.278
H1 5.267 16.075 13.696  0.262
H2 5.966 15.083 12.307  0.226
H3 6.855 16.276 13.066  0.229



(12)
This record from the Open Molecules 2025 dataset describes a 2-piece molecular cluster, CH3ClNO2S overall. The level of theory is the ωB97M-V functional and the def2-TZVPD basis.

- E (eV) = -30027.6549
- relative energy (zero: lowest compared OMol25 entry of this formula, charge and spin) (eV) = 2.190
- gap between HOMO and LUMO (alpha / beta) (eV) = 8.0860 / 8.0879
- HOMO level (alpha / beta) (eV) = -4.4 / -4.4
- total charge = -1

Each line ends with the natural charge from an NBO analysis.
Positions of all 9 atoms, in Å:
C1 -1.192 0.043 -0.620  -0.018
N1 -0.317 -0.844 -0.703  -0.626
O1 1.364 0.942 -1.603  -0.936
O2 2.472 -1.036 0.111  -1.066
S1 1.086 -0.489 -1.667  1.535
Cl1 -0.040 -0.407 -3.705  -0.614
H1 -2.180 -0.002 -0.025  0.148
H2 -1.224 0.977 -1.209  0.165
H3 1.879 -0.625 0.687  0.411



(13)
This record from the Open Molecules 2025 dataset describes CH3ClO2PS as an isolated structure. The level of theory is the ωB97M-V functional and the def2-TZVPD basis.

- E (eV) = -37829.4113
- relative energy (zero: lowest compared OMol25 entry of this formula, charge and spin) (eV) = 2.512
- gap between HOMO and LUMO (eV) = 7.8031
- HOMO level (eV) = -4.3
- total charge = -1

Each line ends with the natural charge from an NBO analysis.
Positions of all 9 atoms, in Å:
C1 0.310 -0.161 0.501  -0.261
O1 -1.845 -0.215 -1.863  -1.106
O2 0.744 -1.379 -0.132  -0.764
P1 -1.912 0.090 -0.406  1.430
S1 -2.733 1.665 0.300  -0.708
Cl1 -2.932 -1.490 0.644  -0.442
H1 0.701 0.717 0.049  0.179
H2 -0.214 -1.701 -0.315  0.493
H3 0.134 -0.367 1.646  0.180



(14)
This record from the Open Molecules 2025 dataset describes CH3ClO3P as an isolated structure. The level of theory is the ωB97M-V functional and the def2-TZVPD basis.

- E (eV) = -29039.3008
- relative energy (zero: lowest compared OMol25 entry of this formula, charge and spin) (eV) = 2.949
- gap between HOMO and LUMO (eV) = 7.2168
- HOMO level (eV) = -3.8
- total charge = -1

Each line ends with the natural charge from an NBO analysis.
Positions of all 9 atoms, in Å:
C1 0.575 -0.887 -0.387  -1.015
O1 -2.083 -0.644 0.427  -1.047
O2 -1.311 0.663 -1.735  -1.052
O3 1.150 2.786 2.051  -0.841
P1 -1.053 -0.074 -0.464  2.209
Cl1 0.243 1.492 1.351  -0.012
H1 1.173 -0.481 -1.194  0.259
H2 0.809 -1.004 0.641  0.274
H3 0.497 -1.851 -0.689  0.225



(15)
This record from the Open Molecules 2025 dataset describes the molecule CH3ClOS. The level of theory is the ωB97M-V functional and the def2-TZVPD basis.

- E (eV) = -26488.5618
- SMILES string = COSCl
- relative energy (zero: lowest compared OMol25 entry of this formula, charge and spin) (eV) = 1.470
- gap between HOMO and LUMO (eV) = 9.0505
- HOMO level (eV) = -9.5

Each line ends with the natural charge from an NBO analysis.
Positions of all 7 atoms, in Å:
C1 -0.172 -0.153 -0.229  -0.264
O1 -1.355 -0.683 -0.766  -0.598
S1 -1.044 -2.378 -1.646  0.446
Cl1 -0.015 -1.672 -3.179  -0.138
H1 -0.486 0.981 -0.130  0.195
H2 0.441 -0.065 -1.054  0.174
H3 0.352 -0.541 0.631  0.185



(16)
This record from the Open Molecules 2025 dataset describes CH3ErMgO2 as an isolated structure. The level of theory is the ωB97M-V functional and the def2-TZVPD basis.

- ⟨S²⟩ = 6.005
- E (eV) = -38232.1530
- relative energy (zero: lowest compared OMol25 entry of this formula, charge and spin) (eV) = 6.049
- gap between HOMO and LUMO (alpha / beta) (eV) = 4.0791 / 5.9745
- HOMO level (alpha / beta) (eV) = -9.4 / -12.9
- spin multiplicity = 5
- total charge = +1

Each line ends with the Löwdin spin population.
Positions of all 8 atoms, in Å:
O1 1.477 0.327 -0.194  0.152
Mg1 0.019 1.444 -0.356  0.003
O2 -1.421 0.349 0.149  0.010
C1 -2.789 0.159 0.003  0.001
Er1 1.099 -1.730 0.474  3.834
H1 -3.002 -0.699 -0.661  0.000
H2 -3.242 -0.020 0.996  0.000
H3 -3.388 0.991 -0.411  0.000



(17)
This record from the Open Molecules 2025 dataset describes a 2-piece molecular cluster, CH3F2OP overall. The level of theory is the ωB97M-V functional and the def2-TZVPD basis.

- E (eV) = -17853.3606
- relative energy (zero: lowest compared OMol25 entry of this formula, charge and spin) (eV) = 5.545
- gap between HOMO and LUMO (alpha / beta) (eV) = 8.4159 / 8.2942
- HOMO level (alpha / beta) (eV) = -8.6 / -7.8

Each line ends with the natural charge from an NBO analysis.
Positions of all 8 atoms, in Å:
C1 1.046 1.103 0.526  0.525
O1 -1.668 -1.410 -0.211  -0.992
F1 2.069 1.692 -0.010  -0.319
F2 0.170 2.046 0.963  -0.353
P1 -0.659 -0.793 -1.312  0.614
H1 1.205 0.240 1.269  0.135
H2 -2.509 -1.206 -0.020  0.503
H3 0.346 -1.671 -1.203  -0.113



(18)
This record from the Open Molecules 2025 dataset describes a 2-piece molecular cluster, CH3F3Si overall. The level of theory is the ωB97M-V functional and the def2-TZVPD basis.

- E (eV) = -17112.0993
- relative energy (zero: lowest compared OMol25 entry of this formula, charge and spin) (eV) = 9.648
- gap between HOMO and LUMO (alpha / beta) (eV) = 8.1580 / 8.1584
- HOMO level (alpha / beta) (eV) = -8.9 / -8.9

Each line ends with the natural charge from an NBO analysis.
Positions of all 8 atoms, in Å:
C1 2.875 -0.032 -0.105  0.819
F1 2.978 0.198 1.208  -0.359
F2 3.471 0.986 -0.800  -0.362
F3 3.503 -1.137 -0.480  -0.342
Si1 0.061 0.010 0.097  0.685
H1 0.453 1.492 0.397  -0.095
H2 -0.508 -0.730 -0.939  -0.165
H3 -0.538 -0.698 1.172  -0.182



(19)
This record from the Open Molecules 2025 dataset describes the molecule CH3FN2. The level of theory is the ωB97M-V functional and the def2-TZVPD basis.

- E (eV) = -6780.7933
- SMILES string = N/C=N/F
- relative energy (zero: lowest compared OMol25 entry of this formula, charge and spin) (eV) = 2.100
- gap between HOMO and LUMO (eV) = 10.3103
- HOMO level (eV) = -9.5

Each line ends with the natural charge from an NBO analysis.
Positions of all 7 atoms, in Å:
C1 0.129 -0.282 0.087  0.216
N1 1.129 0.495 0.016  -0.139
N2 -1.045 0.340 0.141  -0.801
F1 2.330 -0.236 0.112  -0.276
H1 0.036 -1.389 -0.053  0.185
H2 -1.770 -0.265 -0.315  0.402
H3 -0.810 1.338 0.012  0.413



(20)
This record from the Open Molecules 2025 dataset describes a 2-piece molecular cluster, CH3FN2 overall. The level of theory is the ωB97M-V functional and the def2-TZVPD basis.

- E (eV) = -6782.6017
- SMILES string = N#CN.F
- relative energy (zero: lowest compared OMol25 entry of this formula, charge and spin) (eV) = 0.291
- gap between HOMO and LUMO (eV) = 10.6280
- HOMO level (eV) = -10.0

Each line ends with the natural charge from an NBO analysis.
Positions of all 7 atoms, in Å:
C1 -0.869 0.293 -0.741  0.420
N1 -1.661 -0.401 -1.177  -0.395
N2 0.076 1.144 -0.408  -0.850
F1 0.818 -1.323 1.261  -0.571
H1 0.390 -2.119 1.638  0.572
H2 0.822 1.045 -1.084  0.404
H3 0.423 1.362 0.511  0.421